No. 1
Formula: C4H5N3O
Source: the OMol25 dataset
Level of theory: ωB97M-V/def2-TZVPD

Each line ends with the Löwdin charge.
CARTESIAN COORDINATES (ANGSTROEM)
C: -1.190 -0.421 0.099  -0.29
C: 1.686 0.705 -0.165  -0.06
C: 1.170 -0.610 0.547  -0.26
C: 0.059 -1.069 -0.270  -0.26
H: -3.105 0.284 0.043  0.03
H: -1.080 1.786 -0.288  0.24
H: 2.668 0.984 -0.644  0.13
H: 1.006 -0.691 1.669  0.18
H: 0.156 -0.800 -1.382  0.19
N: -2.556 -0.587 -0.069  0.10
N: -0.607 0.918 0.539  0.00
N: 0.636 1.401 -0.125  -0.06
O: 1.156 -1.901 0.046  0.05

Orbital gap: 9.86 eV
E_HOMO: -9.61 eV
Energy relative to the best compared isomer or geometry (same formula, charge and spin): 8.7759 eV
E_LUMO: 0.00940 hartree


No. 2
Formula: C12H20F3NO11PS
Source: the OMol25 dataset
Level of theory: ωB97M-V/def2-TZVPD

Each line ends with the Löwdin charge.
CARTESIAN COORDINATES (ANGSTROEM)
N: -2.698 1.724 0.274  -0.03
C: -2.032 0.557 -0.428  -0.29
C: -0.432 0.647 -0.439  -0.11
C: 0.288 0.461 0.998  -0.46
C: 0.924 1.925 1.362  -0.03
C: 2.352 1.759 2.114  -0.36
O: 3.407 1.900 1.430  0.06
O: 2.485 1.503 3.506  0.01
O: 1.444 -0.417 0.785  -0.07
C: 1.383 -1.628 1.515  -0.36
O: 1.906 -1.693 2.670  0.05
C: 0.745 -3.009 0.972  -0.09
C: -0.122 -2.844 -0.367  -0.19
C: -0.361 -4.353 -0.943  -0.15
C: -0.718 -4.252 -2.526  -0.18
O: -2.138 -4.531 -2.725  -0.12
C: -2.902 -3.396 -2.271  -0.24
O: -3.698 -3.534 -1.307  0.04
P: -0.862 0.030 2.436  0.97
O: -0.117 0.142 3.970  -0.32
O: -1.732 -1.426 2.205  -0.30
H: -3.426 1.383 0.918  0.05
H: -1.974 2.259 0.773  0.04
H: -2.452 -0.456 -0.085  0.09
H: -2.367 0.662 -1.534  0.11
H: -0.151 1.611 -0.987  0.12
H: -0.042 -0.217 -1.100  0.11
H: 1.136 2.554 0.439  0.10
H: 0.224 2.406 2.126  0.11
H: 2.968 0.654 3.641  0.12
H: 1.638 -3.728 0.819  0.13
H: 0.043 -3.488 1.754  0.13
H: -1.172 -2.440 -0.133  0.10
H: 0.422 -2.279 -1.193  0.11
H: -1.211 -4.807 -0.328  0.12
H: 0.554 -5.032 -0.778  0.11
H: -0.028 -4.912 -3.157  0.13
H: -0.549 -3.169 -2.894  0.12
H: -2.712 -2.391 -2.792  0.16
H: -0.268 1.032 4.373  0.06
H: -2.251 -1.675 3.005  0.07
C: 2.661 5.520 -1.964  -0.62
F: 2.974 6.612 -2.705  0.09
F: 3.474 4.527 -2.403  0.09
F: 3.063 5.799 -0.700  0.09
S: 0.858 5.073 -2.066  0.47
O: 0.609 4.809 -3.479  -0.34
O: 0.146 6.241 -1.561  -0.34
O: 0.710 3.890 -1.219  -0.36

Orbital gap: 7.75 eV
Net charge: -1
E_HOMO: -5.83 eV
Energy relative to the best compared isomer or geometry (same formula, charge and spin): 0.0000 eV
E_LUMO: 0.07068 hartree


No. 3
Formula: C32H69B3N4O11
Source: the OMol25 dataset
Level of theory: ωB97M-V/def2-TZVPD

Each line ends with the Löwdin charge.
CARTESIAN COORDINATES (ANGSTROEM)
C: -4.673 2.439 -1.750  0.04
B: -3.973 2.326 -3.159  -0.52
O: -3.777 3.529 -3.873  0.29
B: -2.667 3.483 -4.694  -0.50
C: -1.594 4.650 -4.814  0.01
C: -1.515 5.398 -3.490  -0.24
C: -1.689 6.766 -3.413  -0.03
C: -1.636 7.386 -2.186  -0.05
C: -1.423 6.664 -1.038  -0.27
C: -1.406 7.327 0.332  -0.04
C: -1.219 5.297 -1.109  -0.03
C: -1.264 4.687 -2.339  -0.05
O: -2.454 2.301 -5.423  0.31
B: -2.393 1.293 -4.467  -0.72
O: -1.306 0.535 -4.183  0.14
C: -0.427 0.281 -5.292  -0.12
C: 1.000 0.812 -5.006  -0.17
N: 1.362 0.756 -3.594  -0.04
C: 1.236 2.035 -2.895  -0.17
C: 2.652 2.608 -2.585  -0.39
C: 2.561 3.437 -1.291  -0.06
O: 3.060 3.497 -3.635  -0.05
O: -3.551 1.116 -3.689  0.32
H: -4.069 1.891 -1.021  0.07
H: -5.684 2.015 -1.824  0.07
H: -4.807 3.482 -1.451  0.07
H: -1.871 5.299 -5.654  0.12
H: -0.633 4.180 -5.058  0.11
H: -1.876 7.321 -4.328  0.12
H: -1.772 8.464 -2.126  0.12
H: -0.594 8.050 0.447  0.08
H: -1.400 6.540 1.078  0.04
H: -2.361 7.852 0.446  0.08
H: -1.052 4.744 -0.190  0.12
H: -1.098 3.611 -2.404  0.11
H: -0.814 0.611 -6.261  0.13
H: -0.328 -0.811 -5.358  0.12
H: 1.699 0.151 -5.540  0.11
H: 1.169 1.817 -5.402  0.12
H: 0.883 0.011 -3.107  0.08
H: 0.769 2.799 -3.535  0.10
H: 0.629 1.974 -1.984  0.12
H: 3.356 1.780 -2.513  0.14
H: 3.543 3.863 -1.054  0.08
H: 1.852 4.267 -1.418  0.07
H: 2.262 2.812 -0.443  0.08
H: 2.549 4.302 -3.485  0.08
C: -0.983 -5.763 -0.667  -0.10
O: 0.390 -5.732 -0.314  -0.23
C: 1.237 -6.368 -1.273  -0.20
C: 2.078 -5.350 -2.022  -0.21
N: 1.264 -4.540 -2.921  -0.05
C: 1.950 -3.366 -3.460  -0.19
C: 2.453 -2.305 -2.483  -0.22
O: 1.430 -1.577 -1.824  -0.21
C: 0.864 -2.213 -0.692  -0.08
H: -1.555 -5.446 0.205  0.09
H: -1.204 -5.071 -1.486  0.08
H: -1.299 -6.772 -0.945  0.09
H: 0.667 -6.998 -1.961  0.13
H: 1.914 -7.016 -0.713  0.10
H: 2.840 -5.877 -2.604  0.13
H: 2.589 -4.735 -1.269  0.10
H: 0.440 -4.226 -2.425  0.07
H: 1.243 -2.880 -4.138  0.11
H: 2.792 -3.709 -4.070  0.12
H: 3.002 -1.563 -3.071  0.12
H: 3.170 -2.704 -1.756  0.11
H: 1.595 -2.819 -0.151  0.08
H: 0.006 -2.826 -0.978  0.07
H: 0.494 -1.436 -0.022  0.09
C: -6.587 3.204 4.395  -0.11
O: -6.345 4.416 5.085  -0.19
C: -5.474 4.286 6.203  -0.22
C: -4.130 4.936 5.932  -0.21
N: -3.364 4.182 4.945  -0.05
C: -2.191 4.885 4.426  -0.19
C: -2.403 6.204 3.685  -0.22
O: -3.055 6.080 2.433  -0.22
C: -4.469 5.998 2.496  -0.08
H: -7.410 3.377 3.704  0.09
H: -5.714 2.892 3.812  0.08
H: -6.871 2.404 5.084  0.09
H: -5.357 3.243 6.508  0.12
H: -5.948 4.822 7.031  0.12
H: -3.561 4.985 6.865  0.12
H: -4.327 5.963 5.598  0.10
H: -3.967 3.955 4.166  0.06
H: -1.699 4.195 3.736  0.12
H: -1.497 5.054 5.256  0.12
H: -1.410 6.605 3.458  0.12
H: -2.898 6.962 4.304  0.11
H: -4.881 6.586 3.320  0.09
H: -4.795 4.958 2.577  0.07
H: -4.866 6.388 1.558  0.09
C: 2.488 -6.164 1.664  -0.11
O: 3.455 -7.057 1.129  -0.20
C: 4.757 -6.496 1.002  -0.21
C: 5.717 -7.100 2.011  -0.21
N: 5.402 -6.667 3.368  -0.05
C: 6.097 -7.417 4.416  -0.20
C: 5.845 -8.920 4.523  -0.23
O: 4.539 -9.272 4.944  -0.18
C: 3.555 -9.278 3.925  -0.10
H: 1.509 -6.612 1.527  0.08
H: 2.643 -6.010 2.738  0.08
H: 2.506 -5.203 1.146  0.08
H: 4.738 -5.405 1.075  0.12
H: 5.113 -6.756 0.000  0.12
H: 6.737 -6.791 1.764  0.12
H: 5.656 -8.190 1.905  0.10
H: 4.407 -6.759 3.520  0.06
H: 5.800 -6.965 5.366  0.12
H: 7.172 -7.246 4.305  0.12
H: 6.513 -9.300 5.300  0.12
H: 6.113 -9.459 3.606  0.11
H: 3.963 -9.583 2.959  0.09
H: 3.079 -8.298 3.838  0.07
H: 2.781 -9.989 4.214  0.09

Orbital gap: 8.80 eV
E_HOMO: -8.34 eV
E_LUMO: 0.01676 hartree


No. 4
Formula: C4H8N4
Source: the OMol25 dataset
Level of theory: ωB97M-V/def2-TZVPD

Each line ends with the Löwdin charge.
CARTESIAN COORDINATES (ANGSTROEM)
C: -0.736 -0.161 2.493  -0.18
C: -0.374 -0.578 0.130  -0.34
C: 0.178 -1.372 -0.843  -0.08
C: 0.543 0.864 -1.286  -0.41
H: -1.372 0.723 2.422  0.07
H: 0.361 0.053 2.680  0.08
H: -1.045 -0.779 3.489  0.12
H: -0.631 -1.901 1.533  0.10
H: 0.280 -2.422 -1.010  0.10
H: 0.950 -0.628 -2.740  0.12
H: 0.369 2.817 -1.462  0.11
H: 0.927 2.073 -2.971  0.13
N: -1.001 -0.978 1.364  -0.07
N: 0.644 -0.486 -1.799  0.06
N: 0.939 2.047 -1.888  0.08
N: -0.032 0.727 -0.113  0.12

Orbital gap: 7.99 eV
E_HOMO: -7.22 eV
Energy relative to the best compared isomer or geometry (same formula, charge and spin): 0.9900 eV
E_LUMO: 0.02827 hartree


No. 5
Formula: H40O20
Source: the OMol25 dataset
Level of theory: ωB97M-V/def2-TZVPD

Each line ends with the Löwdin charge.
CARTESIAN COORDINATES (ANGSTROEM)
O: 1.735 4.807 -0.446  -0.05
H: 1.411 4.370 -1.241  -0.01
H: 2.354 5.463 -0.783  0.04
O: 3.436 -2.509 -0.937  -0.04
H: 4.178 -2.740 -1.511  0.06
H: 3.194 -3.334 -0.496  0.06
O: 2.241 -0.192 0.919  -0.05
H: 2.340 -0.619 1.788  0.03
H: 2.581 -0.829 0.266  0.05
O: -4.147 -3.567 0.568  -0.09
H: -4.705 -3.121 -0.076  0.03
H: -3.701 -2.886 1.137  0.00
O: -1.588 -2.753 -0.726  -0.08
H: -1.331 -1.820 -0.533  0.01
H: -2.551 -2.848 -0.718  0.02
O: -0.892 -5.569 -0.212  -0.08
H: -1.402 -5.930 0.520  0.03
H: -0.899 -4.608 -0.058  -0.01
O: -3.824 0.409 1.263  -0.04
H: -3.591 0.838 0.416  0.04
H: -4.774 0.488 1.395  0.09
O: -0.319 -0.352 -0.192  -0.06
H: 0.468 -0.379 0.379  0.01
H: -0.132 0.274 -0.915  0.01
O: -3.525 2.016 -1.050  -0.05
H: -3.704 2.755 -0.449  0.07
H: -3.210 2.471 -1.844  0.04
O: 0.769 -2.885 -2.997  -0.07
H: 1.446 -2.694 -2.332  -0.01
H: -0.051 -2.984 -2.477  0.02
O: 2.809 -1.787 3.249  -0.04
H: 2.876 -1.841 4.212  0.08
H: 3.026 -2.663 2.917  0.07
O: -1.157 3.940 -2.136  -0.07
H: -1.069 3.065 -1.735  0.01
H: -0.364 3.969 -2.688  -0.03
O: -2.318 0.563 3.533  -0.07
H: -2.575 0.760 2.628  -0.02
H: -1.639 -0.124 3.516  -0.01
O: 0.008 -1.366 3.701  -0.03
H: 0.126 -2.317 3.712  0.05
H: 0.894 -1.010 3.583  0.02
O: -2.627 -1.879 2.034  -0.06
H: -1.687 -1.879 1.812  0.04
H: -2.975 -0.993 1.811  0.00
O: -0.237 1.069 -2.551  -0.06
H: 0.502 0.813 -3.141  0.01
H: -1.000 1.192 -3.125  0.07
O: 2.305 2.461 1.365  -0.06
H: 2.484 2.962 0.560  0.03
H: 2.057 1.556 1.131  0.00
O: 1.345 4.087 -3.124  -0.04
H: 1.261 4.737 -3.834  0.09
H: 1.644 3.248 -3.510  0.07
O: 3.031 2.836 3.896  -0.10
H: 2.408 3.507 4.195  0.02
H: 2.921 2.826 2.923  -0.02
O: 1.846 0.531 -4.269  -0.03
H: 2.525 -0.125 -4.086  0.07
H: 1.776 0.595 -5.233  0.07

Orbital gap: 9.10 eV
E_HOMO: -9.73 eV
Energy relative to the best compared isomer or geometry (same formula, charge and spin): 1.9427 eV
E_LUMO: -0.02288 hartree


No. 6
Formula: C5H8O2
Source: the OMol25 dataset
Level of theory: ωB97M-V/def2-TZVPD

Each line ends with the Löwdin charge.
CARTESIAN COORDINATES (ANGSTROEM)
O: 0.372 1.765 1.250  0.03
C: 0.581 0.563 0.601  -0.43
C: -0.259 0.510 -0.662  -0.25
C: -1.712 0.295 -0.188  -0.18
C: -1.399 -1.195 0.019  0.07
O: 0.070 -0.501 1.430  -0.03
C: -0.303 -0.974 -1.052  -0.20
H: 0.864 1.754 2.081  0.11
H: 1.651 0.382 0.402  0.16
H: 0.575 -1.318 1.319  0.11
H: 0.007 1.288 -1.387  0.14
H: -2.089 0.872 0.660  0.11
H: -2.420 0.370 -1.024  0.12
H: 0.620 -1.573 -1.037  0.10
H: -0.782 -1.121 -2.027  0.12

Orbital gap: 8.63 eV
E_HOMO: -8.03 eV
Energy relative to the best compared isomer or geometry (same formula, charge and spin): 4.6689 eV
E_LUMO: 0.02205 hartree